53
Properties=species:S:1:pos:R:3:forces:R:3:lowdin_charge:R:1 method="wB97M-V/def2-TZVPD" max_force_ev_per_a=1.11 lumo_ev=-3.10 charge=+1 gap_ev=9.991
C 0.375595 0.399535 1.431495 0.0 0.3 -0.1 0.106
C -0.477808 0.487469 0.591629 -0.1 0.5 -0.2 -0.141
C -1.479400 0.746441 -0.463934 0.7 -0.3 0.3 -0.181
C -0.854567 0.796880 -1.867197 -0.1 -0.2 -0.1 -0.246
C 0.263742 -0.210212 -2.107815 0.0 -0.2 -0.4 -0.319
S 1.902957 0.458553 -1.575093 0.2 0.0 1.1 1.132
C 2.633618 -0.783433 -0.654051 -0.6 0.4 -0.6 -0.399
C 2.968237 -1.726456 0.006899 0.4 0.0 -0.6 0.127
H 1.125942 0.483047 2.181599 0.0 -0.3 0.1 0.047
H -1.934072 1.713405 -0.260075 -0.3 -0.1 0.1 0.110
H -2.227190 -0.044526 -0.418733 -0.2 0.1 -0.1 0.123
H -1.643299 0.541286 -2.579195 0.1 0.1 -0.1 0.080
H -0.520748 1.803882 -2.121299 0.0 0.0 0.1 0.117
H 0.367016 -0.456674 -3.163718 0.1 0.0 0.0 0.104
H 0.151987 -1.139089 -1.552099 0.0 0.0 0.1 0.108
H 2.671302 0.439509 -2.693214 -0.2 -0.4 0.1 0.033
H 3.430768 -2.619126 0.374692 -0.1 0.1 0.4 0.024
C 4.050538 -6.709507 -0.698739 0.0 0.0 0.0 -0.108
C 5.528599 -6.698033 -1.072201 -0.2 0.0 0.0 -0.256
C 6.386340 -5.876484 -0.102063 -0.1 0.1 -0.2 -0.177
C 5.960815 -4.471562 -0.078638 0.2 -0.1 0.1 -0.206
N 5.624707 -3.373632 -0.067840 -0.2 0.0 0.0 0.149
H 3.622270 -5.705893 -0.734313 0.0 0.0 0.0 0.061
H 3.486174 -7.329515 -1.394245 0.0 0.0 0.0 0.076
H 3.901199 -7.109216 0.305860 0.0 0.0 0.0 0.079
H 5.644869 -6.303658 -2.083173 0.1 0.0 0.0 0.113
H 5.905994 -7.720932 -1.083687 0.1 0.0 0.0 0.112
H 7.435188 -5.909383 -0.396629 0.0 0.0 0.0 0.122
H 6.310169 -6.274845 0.910442 0.0 0.0 0.0 0.124
C -4.238440 3.022065 -1.913720 0.0 0.0 0.0 -0.105
C -5.507035 2.522355 -2.595772 0.2 0.1 0.0 -0.251
C -5.772555 1.031934 -2.351765 0.1 0.1 -0.2 -0.176
C -4.677300 0.204217 -2.875368 -0.2 0.0 0.1 -0.219
N -3.819518 -0.438165 -3.288745 0.1 0.1 0.1 0.147
H -3.353175 2.515143 -2.305689 0.0 0.0 0.0 0.052
H -4.106662 4.089513 -2.086954 0.0 0.0 0.0 0.079
H -4.280386 2.859893 -0.834171 0.0 0.0 0.0 0.075
H -5.440133 2.708329 -3.669043 -0.1 0.0 0.0 0.114
H -6.361333 3.090005 -2.226032 -0.1 -0.1 0.0 0.113
H -6.696133 0.722973 -2.840994 0.0 -0.1 0.0 0.122
H -5.875435 0.831062 -1.284423 0.0 0.0 0.0 0.123
C 0.212878 3.257345 4.041334 0.1 0.0 -0.1 -0.118
C -0.298546 4.658682 4.348503 0.1 -0.1 0.0 -0.258
C -1.812463 4.679270 4.583710 0.1 0.0 -0.2 -0.181
C -2.513764 4.198598 3.383714 -0.1 0.1 0.2 -0.236
N -3.028926 3.833780 2.424845 0.0 -0.1 0.0 0.137
H -0.244631 2.867902 3.129699 0.0 0.0 0.0 0.049
H 1.293015 3.268961 3.888883 0.0 0.0 0.0 0.073
H -0.006048 2.563726 4.855462 0.0 0.0 0.0 0.081
H -0.054120 5.324602 3.519012 0.0 0.0 0.0 0.113
H 0.207524 5.050992 5.231578 -0.1 0.0 0.0 0.111
H -2.155683 5.689321 4.806328 -0.1 0.0 0.0 0.119
H -2.082071 4.039666 5.424944 0.0 0.0 0.0 0.122